No. 1
{"formula": "C33H39F7InO23", "method": "ωB97M-V with the def2-TZVPD basis set", "total_charge": -1, "orbital_gap_ev": 5.418, "total_energy_ha": -3900.6398, "e_lumo_ev": 1.3610, "homo_ev": -4.057, "species": ["C", "C", "O", "O", "C", "C", "C", "In", "C", "C", "C", "C", "C", "C", "C", "H", "H", "H", "H", "H", "H", "H", "H", "H", "H", "H", "H", "H", "H", "H", "H", "H", "H", "C", "C", "O", "C", "O", "O", "F", "H", "H", "H", "C", "C", "O", "C", "O", "O", "F", "H", "H", "H", "C", "C", "O", "C", "O", "O", "F", "H", "H", "H", "C", "C", "O", "C", "O", "O", "F", "H", "H", "H", "C", "C", "O", "C", "O", "O", "F", "H", "H", "H", "C", "C", "O", "C", "O", "O", "F", "H", "H", "H", "C", "C", "O", "C", "O", "O", "F", "H", "H", "H"], "xyz": [[2.10, -6.21, 1.60], [1.54, -6.07, 0.19], [1.54, -7.04, -0.55], [0.99, -4.90, -0.25], [1.80, -3.75, -0.04], [0.88, -2.51, 0.04], [0.48, -2.26, 1.52], [-1.23, -3.59, 2.21], [-2.95, -2.98, 0.89], [-4.24, -3.70, 1.15], [-4.83, -4.38, 0.10], [-6.04, -5.03, 0.24], [-6.68, -5.01, 1.46], [-6.09, -4.36, 2.51], [-4.89, -3.70, 2.37], [3.03, -5.63, 1.65], [1.44, -5.78, 2.36], [2.26, -7.26, 1.80], [2.53, -3.58, -0.85], [2.36, -3.77, 0.90], [1.43, -1.66, -0.38], [0.02, -2.74, -0.59], [1.34, -2.29, 2.20], [0.03, -1.26, 1.55], [-1.53, -3.15, 3.94], [-0.82, -5.32, 2.11], [-3.12, -1.91, 1.08], [-2.63, -3.12, -0.14], [-4.35, -4.40, -0.88], [-6.47, -5.54, -0.62], [-7.64, -5.49, 1.59], [-6.58, -4.31, 3.48], [-4.44, -3.18, 3.21], [4.67, -2.87, -4.58], [5.76, -3.43, -3.71], [5.81, -2.50, -2.64], [4.54, -1.99, -2.52], [4.14, -1.39, -1.58], [3.81, -2.26, -3.63], [6.97, -3.43, -4.34], [5.04, -2.12, -5.28], [4.15, -3.64, -5.15], [5.57, -4.43, -3.32], [-5.84, 1.40, -0.52], [-5.64, 0.53, -1.73], [-4.23, 0.50, -1.86], [-3.72, 0.66, -0.59], [-2.60, 0.43, -0.30], [-4.67, 1.11, 0.26], [-6.16, 1.08, -2.86], [-5.84, 2.48, -0.78], [-6.75, 1.16, 0.02], [-6.02, -0.49, -1.63], [1.28, 0.72, -3.02], [0.46, -0.39, -3.60], [0.61, -0.19, -5.01], [1.83, 0.40, -5.18], [2.39, 0.47, -6.23], [2.31, 0.87, -4.02], [-0.85, -0.26, -3.28], [0.72, 1.65, -2.93], [1.71, 0.46, -2.05], [0.80, -1.40, -3.35], [-3.80, 5.83, -3.57], [-2.93, 4.84, -2.83], [-3.83, 4.32, -1.86], [-5.08, 4.41, -2.40], [-6.02, 3.82, -1.99], [-5.09, 5.23, -3.48], [-1.91, 5.46, -2.19], [-3.82, 6.81, -3.09], [-3.49, 5.96, -4.61], [-2.54, 4.03, -3.43], [3.07, 5.06, -1.25], [2.10, 6.14, -1.66], [1.19, 5.43, -2.49], [1.18, 4.14, -2.04], [0.35, 3.34, -2.31], [2.23, 3.90, -1.23], [2.71, 7.10, -2.40], [3.87, 4.91, -1.99], [3.52, 5.24, -0.28], [1.57, 6.60, -0.83], [5.34, 7.70, 2.57], [4.77, 7.09, 3.83], [3.41, 6.89, 3.49], [3.37, 6.70, 2.14], [2.45, 6.24, 1.55], [4.54, 7.09, 1.56], [4.84, 7.95, 4.88], [5.20, 8.78, 2.54], [6.39, 7.48, 2.43], [5.22, 6.14, 4.11], [0.43, -1.54, 6.77], [1.62, -2.15, 7.48], [1.93, -3.26, 6.68], [1.53, -2.94, 5.40], [1.86, -3.52, 4.43], [0.71, -1.87, 5.41], [1.28, -2.58, 8.73], [-0.51, -2.00, 7.07], [0.36, -0.47, 6.91], [2.49, -1.49, 7.55]]}

No. 2
{"formula": "C6H9N", "method": "ωB97M-V with the def2-TZVPD basis set", "e_above_lowest_kj_mol": 430.7, "total_charge": 0, "orbital_gap_ev": 8.594, "total_energy_ha": -288.6180, "e_lumo_ev": -0.3852, "homo_ev": -8.979, "species": ["C", "C", "C", "C", "C", "C", "N", "H", "H", "H", "H", "H", "H", "H", "H", "H"], "xyz": [[1.52, 1.34, 0.52], [0.69, 0.26, -0.18], [-0.48, -0.29, 0.69], [-1.79, -0.32, -0.09], [-1.92, -1.02, -1.38], [1.55, -0.85, -0.63], [2.23, -1.72, -0.95], [2.29, 1.73, -0.15], [2.01, 0.94, 1.41], [0.87, 2.16, 0.81], [-0.58, 0.35, 1.58], [-0.23, -1.29, 1.05], [-2.54, -1.00, 0.39], [-2.30, 0.65, -0.09], [-1.10, -1.77, -1.41], [0.26, 0.70, -1.09]]}

No. 3
{"formula": "C23H41BrF2N3O16PSi2", "method": "ωB97M-V with the def2-TZVPD basis set", "total_charge": 0, "orbital_gap_ev": 8.239, "total_energy_ha": -5963.4451, "e_lumo_ev": -0.2987, "homo_ev": -8.538, "species": ["N", "P", "O", "Si", "O", "Si", "Br", "N", "C", "O", "F", "C", "O", "F", "C", "C", "C", "C", "N", "C", "H", "H", "H", "H", "H", "H", "H", "H", "H", "C", "C", "O", "C", "O", "O", "C", "H", "H", "H", "H", "H", "H", "H", "H", "C", "C", "O", "C", "O", "O", "C", "H", "H", "H", "H", "H", "H", "H", "H", "C", "C", "O", "C", "O", "O", "C", "H", "H", "H", "H", "H", "H", "H", "H", "C", "C", "O", "C", "O", "O", "C", "H", "H", "H", "H", "H", "H", "H", "H"], "xyz": [[-5.98, 6.00, 3.59], [-5.85, 4.27, 3.75], [-5.09, 3.99, 5.21], [-4.48, 3.49, 2.13], [-5.08, 1.95, 1.75], [-4.78, 1.37, 0.24], [-6.15, 2.15, -1.35], [-3.07, 1.60, -0.31], [-2.15, 1.01, 0.56], [-2.22, 0.93, 1.74], [-1.06, 0.54, -0.08], [-2.94, 0.88, -1.56], [-3.28, -0.25, -1.73], [-2.37, 1.53, -2.57], [-4.56, 4.73, 0.74], [-5.79, 5.24, 0.27], [-5.68, 6.17, -0.73], [-4.47, 6.61, -1.25], [-3.32, 6.12, -0.84], [-3.42, 5.22, 0.12], [-6.79, 6.18, 3.02], [-5.15, 6.41, 3.18], [-4.17, 4.24, 5.12], [-3.13, 3.47, 2.73], [-5.02, -0.07, 0.28], [-6.74, 4.93, 0.68], [-6.59, 6.61, -1.12], [-4.48, 7.37, -2.03], [-2.47, 4.83, 0.50], [1.99, 1.95, -2.74], [0.81, 2.70, -3.32], [0.60, 3.95, -2.65], [1.43, 4.93, -2.99], [2.32, 4.86, -3.80], [1.13, 6.00, -2.25], [2.01, 7.11, -2.45], [1.88, 1.83, -1.66], [2.09, 0.97, -3.20], [2.93, 2.50, -2.90], [-0.09, 2.12, -3.18], [0.93, 2.86, -4.39], [2.09, 7.37, -3.51], [2.99, 6.89, -2.04], [1.59, 7.96, -1.91], [3.90, -3.78, -6.97], [2.73, -3.02, -7.54], [2.53, -1.77, -6.86], [3.37, -0.80, -7.19], [4.26, -0.87, -8.00], [3.08, 0.27, -6.45], [3.98, 1.37, -6.63], [3.79, -3.91, -5.89], [3.98, -4.77, -7.44], [4.84, -3.25, -7.13], [1.81, -3.59, -7.40], [2.84, -2.85, -8.61], [4.06, 1.64, -7.68], [4.96, 1.13, -6.22], [3.57, 2.22, -6.09], [-2.00, -2.92, 0.83], [-0.73, -2.30, 1.37], [-0.01, -3.21, 2.21], [0.68, -4.15, 1.58], [0.76, -4.30, 0.39], [1.26, -4.93, 2.50], [1.96, -6.05, 1.96], [-2.61, -3.30, 1.65], [-2.58, -2.19, 0.27], [-1.78, -3.77, 0.18], [-0.98, -1.44, 1.99], [-0.09, -1.94, 0.56], [2.68, -5.74, 1.21], [1.25, -6.77, 1.54], [2.49, -6.52, 2.78], [1.14, -4.98, 6.51], [2.40, -4.34, 7.03], [3.14, -5.24, 7.88], [3.83, -6.18, 7.25], [3.91, -6.33, 6.06], [4.43, -6.94, 8.17], [5.14, -8.05, 7.63], [0.53, -5.37, 7.33], [0.54, -4.26, 5.94], [1.36, -5.83, 5.86], [2.15, -3.48, 7.65], [3.03, -3.98, 6.22], [5.85, -7.73, 6.87], [4.44, -8.78, 7.22], [5.69, -8.51, 8.45]]}

No. 4
{"formula": "C33H30F2N", "method": "ωB97M-V with the def2-TZVPD basis set", "total_charge": 1, "orbital_gap_ev": 3.985, "total_energy_ha": -1529.6480, "e_lumo_ev": -5.3027, "homo_ev": -9.287, "species": ["F", "C", "C", "C", "C", "C", "C", "C", "C", "C", "C", "C", "F", "C", "C", "C", "C", "H", "H", "H", "H", "H", "H", "H", "H", "H", "H", "H", "C", "C", "C", "C", "C", "C", "N", "C", "C", "C", "C", "C", "C", "C", "C", "C", "C", "C", "C", "H", "H", "H", "H", "H", "H", "H", "H", "H", "H", "H", "H", "H", "H", "H", "H", "H", "H", "H"], "xyz": [[-3.31, 4.79, 2.32], [-3.26, 3.42, 2.23], [-4.41, 2.69, 2.50], [-4.33, 1.29, 2.46], [-3.11, 0.67, 2.23], [-1.96, 1.42, 1.91], [-0.72, 0.73, 1.73], [0.53, 1.33, 1.50], [1.72, 0.69, 1.86], [2.96, 1.34, 2.14], [3.04, 2.76, 2.27], [4.28, 3.35, 2.48], [4.34, 4.72, 2.58], [5.45, 2.61, 2.62], [5.36, 1.21, 2.58], [4.15, 0.58, 2.36], [-2.05, 2.83, 1.88], [-5.35, 3.20, 2.70], [-5.22, 0.69, 2.61], [-3.03, -0.42, 2.26], [-0.71, -0.29, 2.16], [0.57, 2.34, 1.08], [1.69, -0.39, 1.98], [2.13, 3.37, 2.18], [6.40, 3.12, 2.79], [6.27, 0.62, 2.70], [4.08, -0.51, 2.30], [-1.17, 3.44, 1.63], [-4.67, -2.17, 0.10], [-3.53, -2.90, -0.26], [-2.46, -2.26, -0.86], [-2.39, -0.84, -0.91], [-1.14, -0.17, -1.17], [-0.02, -0.85, -1.75], [0.59, -0.41, -2.88], [-0.07, 0.44, -3.86], [0.97, 0.73, -4.94], [2.31, 0.17, -4.44], [1.98, -0.71, -3.22], [0.58, -2.01, -1.02], [0.47, -1.96, 0.37], [0.93, -2.95, 1.21], [1.56, -4.06, 0.65], [1.67, -4.16, -0.74], [1.17, -3.17, -1.59], [-3.61, -0.13, -0.67], [-4.72, -0.79, -0.16], [-5.51, -2.68, 0.60], [-3.46, -3.97, -0.06], [-1.63, -2.84, -1.23], [-1.14, 0.91, -1.12], [-0.94, -0.07, -4.31], [-0.46, 1.36, -3.39], [0.70, 0.23, -5.87], [1.06, 1.80, -5.13], [2.82, -0.44, -5.19], [2.98, 0.98, -4.12], [2.64, -0.52, -2.35], [2.10, -1.77, -3.48], [-0.03, -1.09, 0.76], [0.81, -2.83, 2.30], [1.99, -4.82, 1.31], [2.18, -5.02, -1.19], [1.17, -3.31, -2.67], [-3.64, 0.94, -0.84], [-5.63, -0.24, 0.09]]}

No. 5
{"formula": "C4H11N2S2", "method": "ωB97M-V with the def2-TZVPD basis set", "e_above_lowest_kj_mol": 355.3, "total_charge": 1, "orbital_gap_ev": [7.819, 7.818], "total_energy_ha": -1064.4979, "e_lumo_ev": [-4.4502, -4.4492], "homo_ev": [-12.269, -12.267], "species": ["C", "C", "C", "C", "N", "N", "S", "S", "H", "H", "H", "H", "H", "H", "H", "H", "H", "H", "H"], "xyz": [[-0.46, -0.84, -0.60], [-1.09, -1.74, 0.24], [-1.55, 2.40, -0.15], [2.53, -0.35, 1.34], [0.63, 0.85, -0.09], [-0.30, -0.96, -1.84], [0.08, 2.15, -0.98], [2.23, 0.50, -0.31], [-1.62, -2.65, -0.18], [-1.88, -1.28, 0.97], [-0.47, -2.03, 1.03], [-1.37, 3.13, 0.65], [-1.77, 1.55, 0.50], [-2.18, 2.81, -0.86], [3.04, -1.37, 1.35], [1.50, -0.31, 1.71], [3.14, 0.29, 1.94], [-0.57, -1.90, -2.24], [0.10, -0.25, -2.47]]}

No. 6
{"formula": "C59H93ClN12O2P3S", "method": "ωB97M-V with the def2-TZVPD basis set", "total_charge": 1, "orbital_gap_ev": 5.144, "total_energy_ha": -4993.5371, "e_lumo_ev": -4.1549, "homo_ev": -9.298, "species": ["C", "C", "N", "C", "C", "C", "C", "C", "C", "C", "C", "C", "C", "C", "C", "O", "C", "C", "N", "C", "C", "O", "Cl", "P", "S", "N", "P", "C", "C", "P", "C", "C", "C", "H", "H", "H", "H", "H", "H", "H", "H", "H", "H", "H", "H", "H", "H", "H", "H", "H", "H", "H", "H", "H", "H", "H", "H", "H", "H", "H", "H", "H", "H", "H", "H", "H", "H", "H", "H", "H", "H", "H", "H", "H", "H", "H", "H", "H", "H", "H", "H", "N", "C", "C", "C", "C", "H", "H", "H", "H", "H", "N", "C", "C", "C", "C", "H", "H", "H", "H", "H", "N", "C", "C", "C", "C", "H", "H", "H", "H", "H", "N", "C", "C", "C", "C", "H", "H", "H", "H", "H", "N", "C", "C", "C", "C", "H", "H", "H", "H", "H", "N", "C", "C", "C", "C", "H", "H", "H", "H", "H", "N", "C", "C", "C", "C", "H", "H", "H", "H", "H", "N", "C", "C", "C", "C", "H", "H", "H", "H", "H", "N", "C", "C", "C", "C", "H", "H", "H", "H", "H"], "xyz": [[2.35, 0.63, 1.93], [1.09, 0.24, 1.79], [0.67, -0.69, 0.77], [1.12, -2.08, 0.97], [2.58, -2.30, 0.59], [2.79, -3.78, 0.31], [4.19, -4.10, -0.20], [4.55, -3.39, -1.51], [5.73, -2.41, -1.39], [5.35, -0.94, -1.61], [6.45, -0.14, -2.32], [7.16, 0.87, -1.42], [6.25, 1.90, -0.78], [6.18, 3.21, -1.53], [5.28, 4.17, -0.80], [5.97, 4.76, 0.29], [5.22, 4.79, 1.47], [-0.04, -0.31, -0.24], [-0.29, -1.35, -1.20], [-1.72, -1.53, -1.50], [-1.90, -2.84, -2.27], [-1.32, -3.88, -1.92], [-2.98, -2.82, -3.66], [0.61, -1.01, -2.66], [1.39, -2.54, -3.53], [-0.47, 0.98, -0.44], [0.85, 2.11, -0.83], [0.37, 2.82, -2.45], [0.80, 3.52, 0.30], [-1.66, 1.57, 0.79], [-3.05, 0.36, 0.87], [-2.52, 3.03, 0.05], [-2.63, 4.07, 1.17], [2.63, 1.09, 2.86], [3.11, 0.54, 1.17], [0.31, 0.58, 2.44], [0.46, -2.80, 0.53], [1.07, -2.23, 2.04], [2.93, -1.63, -0.18], [3.18, -2.07, 1.46], [2.02, -4.14, -0.37], [2.67, -4.28, 1.26], [4.26, -5.17, -0.32], [4.88, -3.84, 0.59], [3.68, -2.84, -1.84], [4.75, -4.11, -2.28], [6.20, -2.49, -0.42], [6.44, -2.69, -2.15], [5.11, -0.51, -0.64], [4.48, -0.93, -2.25], [7.20, -0.85, -2.64], [6.06, 0.38, -3.17], [7.72, 0.37, -0.64], [7.88, 1.41, -2.03], [5.24, 1.52, -0.65], [6.60, 2.14, 0.22], [5.77, 3.03, -2.52], [7.18, 3.62, -1.64], [4.46, 3.58, -0.40], [4.88, 4.93, -1.47], [5.72, 5.45, 2.16], [5.10, 3.80, 1.90], [4.22, 5.20, 1.31], [-2.18, -0.70, -2.01], [-2.24, -1.73, -0.57], [1.60, -0.11, -2.26], [-0.27, -0.35, -3.53], [-0.11, 3.79, -2.37], [-0.31, 2.16, -2.96], [1.23, 2.93, -3.08], [0.92, 3.22, 1.32], [-0.04, 4.19, 0.17], [1.68, 4.09, 0.04], [-3.46, 0.22, -0.12], [-3.81, 0.74, 1.52], [-2.66, -0.60, 1.21], [-1.96, 3.43, -0.78], [-3.53, 2.78, -0.23], [-3.25, 3.69, 1.96], [-1.67, 4.27, 1.62], [-3.00, 5.01, 0.78], [-1.16, -5.04, 2.65], [-0.61, -6.19, 3.14], [-0.58, -6.09, 4.51], [-1.12, -4.82, 4.86], [-1.47, -4.20, 3.69], [-1.31, -4.84, 1.68], [-0.31, -6.98, 2.48], [-0.20, -6.84, 5.18], [-1.24, -4.42, 5.85], [-1.92, -3.23, 3.51], [-5.24, 1.94, -2.48], [-5.85, 0.75, -2.20], [-7.19, 1.00, -2.02], [-7.38, 2.39, -2.20], [-6.17, 2.95, -2.49], [-4.26, 2.06, -2.67], [-5.29, -0.17, -2.15], [-7.94, 0.26, -1.78], [-8.32, 2.92, -2.13], [-5.88, 3.96, -2.70], [-8.88, 3.74, -4.98], [-9.81, 2.79, -5.30], [-10.31, 3.09, -6.54], [-9.65, 4.27, -6.99], [-8.77, 4.64, -6.01], [-8.35, 3.77, -4.13], [-10.03, 1.99, -4.62], [-11.06, 2.53, -7.06], [-9.81, 4.78, -7.92], [-8.09, 5.47, -5.95], [-4.67, -4.45, 3.60], [-5.26, -5.67, 3.74], [-6.59, -5.47, 3.97], [-6.81, -4.06, 3.97], [-5.60, -3.47, 3.74], [-3.69, -4.30, 3.42], [-4.69, -6.58, 3.66], [-7.33, -6.24, 4.13], [-7.75, -3.56, 4.13], [-5.33, -2.43, 3.66], [7.05, 1.57, 4.95], [8.22, 2.25, 5.20], [8.68, 2.76, 4.02], [7.76, 2.37, 3.00], [6.76, 1.65, 3.61], [6.50, 1.10, 5.63], [8.61, 2.31, 6.20], [9.58, 3.33, 3.89], [7.82, 2.61, 1.96], [5.88, 1.18, 3.20], [4.80, -2.22, -5.03], [5.52, -1.10, -5.33], [6.85, -1.42, -5.22], [6.93, -2.79, -4.86], [5.65, -3.25, -4.75], [3.80, -2.27, -5.03], [5.04, -0.17, -5.59], [7.68, -0.75, -5.39], [7.82, -3.37, -4.69], [5.27, -4.23, -4.50], [-10.12, -7.42, 5.20], [-9.60, -8.57, 5.72], [-9.60, -8.46, 7.08], [-10.15, -7.20, 7.41], [-10.47, -6.57, 6.23], [-10.24, -7.22, 4.23], [-9.27, -9.37, 5.07], [-9.25, -9.21, 7.77], [-10.30, -6.79, 8.39], [-10.90, -5.61, 6.03], [6.93, 5.13, 9.03], [7.72, 4.57, 8.06], [9.00, 4.99, 8.27], [8.99, 5.85, 9.40], [7.70, 5.91, 9.85], [5.94, 5.00, 9.12], [7.30, 3.92, 7.32], [9.86, 4.72, 7.67], [9.83, 6.35, 9.84], [7.26, 6.44, 10.68], [-6.99, 3.51, -9.17], [-6.07, 4.23, -9.88], [-5.35, 3.35, -10.64], [-5.86, 2.05, -10.38], [-6.87, 2.18, -9.47], [-7.66, 3.89, -8.52], [-6.01, 5.30, -9.78], [-4.55, 3.61, -11.31], [-5.52, 1.13, -10.82], [-7.52, 1.45, -9.02]]}

No. 7
{"formula": "C3H5ClS2", "method": "ωB97M-V with the def2-TZVPD basis set", "e_above_lowest_kj_mol": 64.3, "smiles": "S=C[C@@H](S)CCl", "total_charge": 0, "orbital_gap_ev": 8.535, "total_energy_ha": -1373.8361, "e_lumo_ev": -0.5929, "homo_ev": -9.128, "species": ["S", "C", "C", "S", "C", "Cl", "H", "H", "H", "H", "H"], "xyz": [[-1.39, -0.39, -2.11], [-0.27, 0.44, -1.34], [0.34, -0.20, -0.05], [1.99, 0.38, 0.44], [-0.71, -0.21, 1.12], [-1.07, 1.38, 1.73], [0.14, 1.42, -1.63], [0.33, -1.24, -0.28], [2.65, -0.08, -0.62], [-0.40, -0.81, 1.99], [-1.61, -0.69, 0.74]]}

No. 8
{"formula": "C3H6N4O", "method": "ωB97M-V with the def2-TZVPD basis set", "e_above_lowest_kj_mol": 664.7, "smiles": "N/N=c1\\ccn(N)o1", "total_charge": 0, "orbital_gap_ev": 8.301, "total_energy_ha": -411.9558, "e_lumo_ev": 0.4019, "homo_ev": -7.899, "species": ["N", "N", "C", "C", "C", "N", "N", "O", "H", "H", "H", "H", "H", "H"], "xyz": [[2.78, -0.03, -0.04], [1.72, -0.98, -0.34], [0.63, -0.26, 0.02], [0.33, 1.08, 0.06], [-1.02, 1.09, -0.31], [-1.47, -0.20, -0.50], [-2.69, -0.48, 0.13], [-0.59, -1.12, -0.09], [3.55, -0.49, -0.75], [3.09, -0.19, 1.11], [0.92, 1.91, 0.40], [-1.87, 1.75, -0.69], [-2.85, -1.41, -0.13], [-2.54, -0.66, 1.14]]}